Entry 1:
DFT (wB97M-V/def2-TZVPD) results for C13H11N in the gas phase in a non-equilibrium geometry.

Summary:
- ⟨S²⟩: 2.042
- Kohn-Sham gap (alpha / beta): 0.2268 / 0.2367 Ha
- 2S+1: 3
- Maximum force: 0.1166 Eh/bohr

Last column: Löwdin spin population.
Positions of all 25 atoms, in Å:
C1 -3.05 -1.75 -0.06  0.1095
C2 -3.50 -0.42 0.02  0.0135
C3 -1.66 -2.02 -0.11  -0.0032
C4 -2.59 0.57 0.19  0.0777
C5 -0.81 -0.97 0.02  0.0895
C6 -1.24 0.36 0.09  0.0600
C7 1.84 -1.54 0.06  0.2678
C8 0.66 -0.85 0.13  0.0906
C9 -0.20 1.38 0.10  0.4397
C10 1.02 0.57 0.13  0.2274
C11 3.00 -0.56 0.09  0.0488
C12 4.27 -0.81 -0.07  0.3127
C13 -0.47 2.82 -0.19  0.0616
N1 2.40 0.72 0.20  0.1071
H1 -3.59 -2.58 0.02  0.0088
H2 -4.55 -0.18 0.20  -0.0011
H3 -1.31 -3.04 0.03  -0.0017
H4 -2.90 1.60 -0.15  0.0039
H5 1.89 -2.59 -0.28  0.0136
H6 4.99 0.07 0.12  0.0160
H7 4.58 -1.86 -0.17  0.0159
H8 0.44 3.44 -0.06  -0.0005
H9 -1.24 3.18 0.65  0.0204
H10 -0.94 2.97 -1.19  0.0198
H11 2.97 1.47 0.23  0.0023

***

Entry 2:
DFT (wB97M-V/def2-TZVPD) results for 2 unconnected molecules or ions with the total composition C8H10ClF.

Summary:
- Energy above the lowest of the compared OMol25 structures with the same formula, charge and spin: 3.6286 eV
- SMILES: C#C[C@H](C)CF.C#CCCl
- Kohn-Sham gap: 0.4063 Ha
- Maximum force: 0.0120 Eh/bohr

Last column: Löwdin charge in e.
Positions of all 20 atoms, in Å:
C1 1.75 -0.56 -1.20  -0.0693
C2 0.73 0.04 -2.18  -0.3897
C3 -0.03 -1.07 -2.89  -0.1949
C4 1.39 0.94 -3.14  -0.1094
C5 1.96 1.65 -3.92  0.1291
C6 -0.75 0.80 3.63  -0.6011
C7 -0.76 0.49 2.21  -0.1970
C8 -0.77 0.24 1.03  0.1276
H1 1.25 -1.19 -0.46  0.0699
H2 2.29 0.23 -0.67  0.0892
H3 2.49 -1.17 -1.73  0.0883
H4 0.00 0.63 -1.61  0.1115
H5 0.65 -1.66 -3.52  0.1319
H6 -0.50 -1.73 -2.16  0.1240
H7 2.45 2.29 -4.62  0.0288
H8 -1.51 1.55 3.86  0.0746
H9 0.23 1.18 3.93  0.0748
H10 -0.78 0.02 -0.02  0.0113
F1 -1.01 -0.53 -3.70  -0.0359
Cl1 -1.09 -0.63 4.65  0.5365

***

Entry 3:
DFT (wB97M-V/def2-TZVPD) results for a molecular structure, C27H22F5N4OPdS2Sb.

Summary:
- Energy above the lowest of the compared OMol25 structures with the same formula, charge and spin: 0.8308 eV
- Kohn-Sham gap: 0.2753 Ha
- Maximum force: 0.0193 Eh/bohr

Last column: Löwdin charge in e.
Positions of all 63 atoms, in Å:
Pd1 -0.94 1.50 0.15  0.6487
N1 -0.57 5.76 -0.32  0.1168
C1 0.79 5.66 -0.46  -0.0730
C2 1.03 4.36 -0.78  -0.1276
N2 -0.15 3.66 -0.83  0.0826
C3 -1.09 4.53 -0.55  -0.2779
C4 -2.50 4.17 -0.48  -0.2841
N3 -2.90 2.93 -0.60  0.0737
C5 -4.26 2.95 -0.50  -0.1349
C6 -4.69 4.23 -0.32  -0.0747
N4 -3.55 5.01 -0.31  0.1060
H1 -1.07 6.58 -0.03  0.1529
H2 1.44 6.50 -0.33  0.1116
H3 1.98 3.88 -0.96  0.1093
H4 -4.83 2.04 -0.53  0.0580
H5 -5.67 4.66 -0.19  0.1098
H6 -3.53 6.00 -0.18  0.1495
F1 1.49 -7.61 -0.14  0.0553
C7 1.36 -6.30 0.14  -0.2851
C8 2.49 -5.51 0.19  -0.0074
C9 2.34 -4.16 0.48  -0.1104
C10 1.09 -3.60 0.70  -0.3812
C11 -0.02 -4.44 0.67  -0.1394
C12 0.09 -5.79 0.38  -0.0080
Sb1 0.77 -1.54 1.24  1.5357
C13 2.79 -0.92 0.88  -0.4181
C14 3.41 -1.05 -0.36  -0.1372
C15 4.71 -0.63 -0.56  -0.0033
C16 5.39 -0.07 0.51  -0.2816
F2 6.66 0.35 0.32  0.0562
C17 4.82 0.08 1.75  -0.0089
C18 3.51 -0.35 1.92  -0.1354
C19 0.04 -0.93 -0.70  -0.3988
C20 0.53 0.22 -1.34  -0.2172
C21 0.00 0.64 -2.56  -0.0217
C22 -1.02 -0.09 -3.13  -0.2845
F3 -1.54 0.32 -4.30  0.0598
C23 -1.51 -1.24 -2.54  -0.0334
C24 -0.98 -1.64 -1.32  -0.1548
H7 3.46 -5.95 0.01  0.1189
H8 3.23 -3.54 0.51  0.0886
H9 -1.01 -4.05 0.88  0.0743
H10 -0.77 -6.44 0.34  0.1186
H11 2.87 -1.49 -1.19  0.1095
H12 5.21 -0.73 -1.52  0.1194
H13 5.39 0.52 2.56  0.1187
H14 3.05 -0.23 2.90  0.0955
H15 1.42 0.72 -0.97  0.0875
H16 0.37 1.53 -3.06  0.1181
H17 -2.31 -1.79 -3.01  0.1224
H18 -1.38 -2.53 -0.86  0.0828
C25 -3.66 -2.89 1.63  -0.1206
O1 -2.89 -1.73 1.93  -0.2685
C26 -3.08 -0.62 1.19  -1.2816
S1 -3.94 -0.62 -0.21  0.6730
S2 -2.31 0.75 1.94  0.6087
H19 -3.55 -3.54 2.49  0.0945
H20 -3.28 -3.38 0.73  0.0693
H21 -4.70 -2.63 1.46  0.0680
F4 -0.07 3.20 2.09  -0.0143
C27 0.25 1.96 1.60  -0.5303
F5 1.53 2.07 1.12  -0.0252
H22 0.24 1.26 2.44  0.0449

***

Entry 4:
DFT (wB97M-V/def2-TZVPD) results for a molecular structure, C40H30O8RuS4 in a non-equilibrium geometry.

Summary:
- Energy above the lowest of the compared OMol25 structures with the same formula, charge and spin: 0.0000 eV
- Charge: +2
- Kohn-Sham gap: 0.1728 Ha
- Maximum force: 0.0229 Eh/bohr

Last column: Löwdin charge in e.
Positions of all 83 atoms, in Å:
Ru1 1.34 1.47 1.33  1.4301
O1 4.93 0.91 2.75  -0.1579
S1 3.84 1.58 2.17  0.6363
O2 2.53 1.45 2.95  -0.3294
O3 3.35 1.15 0.82  -0.4032
C1 4.25 3.29 1.94  -0.2206
C2 5.50 3.65 2.41  -0.0106
C3 6.00 4.93 2.17  -0.0022
C4 5.26 5.84 1.44  -0.0038
C5 4.00 5.49 0.97  -0.0139
C6 3.49 4.23 1.22  -0.2273
S2 1.79 4.02 0.75  0.6278
O4 1.29 5.21 0.19  -0.1736
O5 1.13 3.47 1.96  -0.3334
O6 1.65 2.80 -0.18  -0.3523
H1 6.09 2.93 2.95  0.1287
H2 6.98 5.20 2.55  0.1318
H3 5.65 6.83 1.24  0.1314
H4 3.40 6.21 0.43  0.1273
C7 -7.04 3.01 1.71  -0.0255
C8 -5.67 2.40 1.67  -0.2325
C9 -5.49 1.04 1.91  -0.0078
C10 -4.22 0.47 1.87  -0.0576
C11 -3.14 1.29 1.55  -0.3922
C12 -3.28 2.65 1.32  -0.0549
C13 -4.55 3.19 1.39  -0.0028
S3 -1.59 0.47 1.50  1.1876
O7 -0.57 1.62 1.83  -0.5795
C14 -1.28 0.20 -0.23  -0.3207
C15 -1.40 1.25 -1.16  -0.0475
C16 -1.22 0.97 -2.50  0.0209
C17 -0.93 -0.34 -2.94  -0.1458
C18 -0.76 -0.62 -4.31  -0.0007
C19 -0.45 -1.90 -4.73  -0.0388
C20 -0.28 -2.92 -3.79  -0.0346
C21 -0.44 -2.68 -2.44  0.0034
C22 -0.78 -1.38 -1.99  -0.1179
C23 -0.96 -1.10 -0.61  -0.1557
C24 -0.82 -2.13 0.45  -0.1805
C25 -1.86 -3.08 0.67  -0.1037
C26 -3.05 -3.09 -0.11  -0.0107
C27 -4.02 -4.01 0.15  -0.0400
C28 -3.88 -4.95 1.19  -0.0373
C29 -2.76 -4.95 1.97  -0.0066
C30 -1.72 -4.01 1.74  -0.1330
C31 -0.57 -3.96 2.56  0.0205
C32 0.41 -3.03 2.36  -0.0352
C33 0.27 -2.13 1.29  -0.2927
S4 1.66 -1.00 1.09  0.9573
O8 2.62 -1.35 2.12  -0.3750
C34 2.27 -1.38 -0.52  -0.3623
C35 2.70 -2.68 -0.75  -0.0330
C36 3.21 -3.00 -1.99  -0.0025
C37 3.32 -2.04 -2.99  -0.2390
C38 3.90 -2.38 -4.33  -0.0227
C39 2.90 -0.73 -2.73  -0.0048
C40 2.38 -0.39 -1.49  -0.0745
H5 -7.72 2.41 2.32  0.0879
H6 -7.45 3.07 0.70  0.0999
H7 -7.01 4.02 2.12  0.0907
H8 -6.34 0.42 2.15  0.1279
H9 -4.08 -0.58 2.08  0.1159
H10 -2.42 3.29 1.16  0.1159
H11 -4.68 4.26 1.24  0.1298
H12 -1.64 2.25 -0.84  0.1140
H13 -1.30 1.77 -3.23  0.1324
H14 -0.87 0.18 -5.03  0.1243
H15 -0.33 -2.11 -5.78  0.1194
H16 -0.03 -3.92 -4.13  0.1199
H17 -0.30 -3.47 -1.72  0.1280
H18 -3.17 -2.38 -0.91  0.1228
H19 -4.92 -4.02 -0.46  0.1178
H20 -4.66 -5.67 1.37  0.1196
H21 -2.65 -5.66 2.78  0.1261
H22 -0.48 -4.67 3.37  0.1327
H23 1.28 -2.99 2.98  0.1189
H24 2.63 -3.43 0.04  0.1322
H25 3.55 -4.01 -2.18  0.1279
H26 4.21 -3.43 -4.38  0.0858
H27 4.77 -1.76 -4.55  0.0964
H28 3.17 -2.21 -5.13  0.0883
H29 3.00 0.03 -3.49  0.1322
H30 2.08 0.63 -1.29  0.0865